1.
The following is a DFT calculation (ωB97M-V with the def2-TZVPD basis set) of one molecule with the formula C5H5ClFNO3S at a distorted geometry.

Last column: Mulliken charge in e.
Cartesian coordinates (Å):
1 O 2.736 -1.009 0.638  -0.567
2 S 1.603 -0.276 0.990  1.131
3 O 1.585 0.446 2.173  -0.507
4 O 0.281 -1.149 0.916  -0.335
5 C -0.732 -1.066 -0.101  0.188
6 C -1.759 -0.026 0.189  -0.392
7 C -1.596 0.775 1.239  -0.192
8 Cl -2.791 1.923 1.548  -0.194
9 C -0.156 -0.636 -1.480  -0.803
10 C 0.890 0.198 -1.560  -0.280
11 N 1.363 0.776 -0.449  0.059
12 F 2.528 1.595 -0.527  -0.226
13 H -1.225 -2.000 -0.368  0.297
14 H -2.460 -0.061 -0.578  0.382
15 H -0.898 0.876 2.001  0.326
16 H -0.721 -0.969 -2.242  0.566
17 H 1.350 0.603 -2.388  0.548

Output
Energy above the lowest of the compared OMol25 structures with the same formula, charge and spin: 56.7 kcal per mole
HOMO level: -9.3 eV
E: -38968.1981 eV
Lowest unoccupied orbital energy: 0.590 eV
SMILES: O=S1(=O)O[C@@H](/C=C/Cl)C=CN1F
Total charge: 0
HOMO-LUMO gap: 9.9 eV

=====

2.
The following is a DFT calculation (ωB97M-V with the def2-TZVPD basis set) of a 3-piece molecular cluster, C21H37BrNO4S2 overall at a distorted geometry.

Last column: Mulliken charge in e.
Cartesian coordinates (Å):
1 O 3.071 2.253 2.315  -0.567
2 S 2.429 2.578 1.048  0.922
3 O 1.951 3.965 1.093  -0.589
4 C 1.027 1.415 0.688  -0.612
5 C 0.437 1.833 -0.705  -1.615
6 N 1.291 1.692 -1.922  0.132
7 C 0.608 2.045 -2.992  -0.230
8 S -1.091 2.527 -2.610  -0.052
9 C -1.094 1.525 -1.012  1.423
10 C -2.108 2.026 0.056  -0.587
11 C -2.019 3.561 0.417  -0.746
12 C -3.365 4.354 0.144  -0.791
13 Br -4.937 3.541 0.981  -0.160
14 C -1.055 -0.010 -1.460  -0.482
15 C -2.236 -0.936 -0.969  -0.822
16 C -1.592 -2.179 -0.217  0.133
17 C -1.337 -3.442 -0.896  -0.280
18 C -0.695 -4.514 -0.120  -0.644
19 C -0.352 -4.242 1.258  -0.320
20 C -0.620 -2.995 1.944  -0.786
21 C -1.254 -1.926 1.193  -0.117
22 H 3.402 2.529 0.058  0.134
23 H 0.330 1.539 1.548  0.353
24 H 1.517 0.399 0.661  0.411
25 H 0.430 2.967 -0.610  0.981
26 H 2.265 1.381 -1.921  0.336
27 H 1.023 2.011 -4.022  0.431
28 H -3.136 1.831 -0.367  0.720
29 H -2.022 1.390 0.977  0.017
30 H -1.216 4.129 -0.118  0.342
31 H -1.767 3.617 1.514  0.352
32 H -3.192 5.384 0.560  0.490
33 H -3.438 4.475 -0.966  0.344
34 H -0.972 -0.143 -2.575  -0.281
35 H -0.096 -0.444 -1.056  0.304
36 H -2.996 -0.460 -0.310  0.454
37 H -2.786 -1.376 -1.848  0.450
38 H -1.608 -3.554 -1.971  0.437
39 H -0.475 -5.461 -0.653  0.377
40 H 0.164 -5.046 1.831  0.325
41 H -0.355 -2.785 3.004  0.445
42 H -1.472 -0.922 1.632  0.283
43 C -0.501 -1.311 -5.744  -1.134
44 C -0.769 -2.725 -5.274  0.601
45 C -0.522 -3.742 -6.377  -1.503
46 O -2.123 -2.820 -4.830  -0.540
47 H -1.163 -1.036 -6.570  0.377
48 H -0.696 -0.599 -4.936  0.122
49 H 0.533 -1.185 -6.075  0.369
50 H -0.128 -2.952 -4.418  0.296
51 H -1.186 -3.561 -7.228  0.361
52 H -0.733 -4.751 -6.020  0.368
53 H 0.511 -3.703 -6.727  0.379
54 H -2.697 -2.624 -5.581  0.337
55 C 3.487 1.342 5.343  -0.996
56 C 2.671 0.535 6.341  0.407
57 C 3.463 0.257 7.609  -1.271
58 O 2.279 -0.703 5.743  -0.537
59 H 4.387 0.797 5.042  0.300
60 H 2.910 1.524 4.437  0.148
61 H 3.787 2.304 5.764  0.371
62 H 1.757 1.077 6.591  0.278
63 H 4.362 -0.326 7.386  0.327
64 H 2.869 -0.332 8.310  0.327
65 H 3.763 1.186 8.099  0.354
66 H 3.081 -1.190 5.519  0.342

Output
Energy above the lowest of the compared OMol25 structures with the same formula, charge and spin: 0.0 kcal per mole
HOMO level: -11.4 eV
E: -123759.6597 eV
Lowest unoccupied orbital energy: -4.950 eV
Total charge: +1
HOMO-LUMO gap: 6.4 eV

=====

3.
The following is a DFT calculation (ωB97M-V with the def2-TZVPD basis set) of C11H25CrN3O3P2 as an isolated structure at a distorted geometry.

Last column: Mulliken charge in e.
Cartesian coordinates (Å):
1 Cr -0.840 0.045 0.235  0.393
2 P -0.864 2.296 0.795  0.029
3 P -0.187 -0.664 2.301  0.007
4 N -0.147 0.745 -1.535  0.339
5 N 0.261 -1.491 -0.439  0.381
6 H 0.887 0.067 -3.249  0.412
7 H 0.004 -2.419 -2.336  0.377
8 H -0.822 -0.459 -3.158  0.290
9 C 0.090 -0.266 -2.562  -0.827
10 H 1.619 -1.725 -2.061  0.446
11 C 0.535 -1.567 -1.874  -0.836
12 H 0.259 2.426 -2.740  0.403
13 H 1.368 -3.213 0.038  0.420
14 C 0.076 2.020 -1.732  -0.245
15 C 0.809 -2.346 0.425  -0.011
16 C 0.163 2.848 -0.581  -0.973
17 C 0.690 -2.131 1.801  -0.753
18 H 0.294 3.912 -0.734  0.548
19 H 1.112 -2.848 2.499  0.424
20 H 0.717 0.071 3.127  0.105
21 H -1.198 -1.133 3.190  0.065
22 H -0.206 2.878 1.938  0.092
23 H -2.067 3.044 0.697  0.061
24 H 2.570 -0.134 0.087  -0.555
25 C 3.076 0.734 0.552  1.510
26 C 3.656 0.339 1.903  -1.373
27 C 4.164 1.248 -0.368  -1.534
28 O 2.094 1.730 0.902  -0.627
29 H 4.534 -0.294 1.801  0.428
30 H 3.956 1.259 2.426  0.319
31 H 2.905 -0.171 2.521  0.155
32 H 3.832 1.277 -1.410  0.340
33 H 4.459 2.256 -0.061  0.332
34 H 5.053 0.610 -0.299  0.425
35 H 1.562 2.145 0.098  0.311
36 N -4.914 -1.851 0.446  -0.296
37 C -4.853 -0.860 -0.675  -0.696
38 C -3.436 -0.334 -0.716  0.813
39 O -3.049 0.373 -1.653  -0.583
40 O -2.718 -0.717 0.304  -0.829
41 H -4.253 -2.626 0.298  0.340
42 H -5.852 -2.250 0.522  0.348
43 H -4.671 -1.413 1.351  0.338
44 H -5.119 -1.357 -1.611  0.356
45 H -5.550 -0.051 -0.462  0.335

Output
HOMO level (alpha / beta): -9.5 / -9.7 eV
E: -69415.6096 eV
Lowest unoccupied orbital energy (alpha / beta): -3.340 / -5.101 eV
Total charge: +1
Spin multiplicity: 6
HOMO-LUMO gap (alpha / beta): 6.1 / 4.6 eV

=====

4.
The following is a DFT calculation (ωB97M-V with the def2-TZVPD basis set) of C48H17F15GeN9O8S2SeSn as an isolated structure at a distorted geometry.

Last column: Mulliken charge in e.
Cartesian coordinates (Å):
1 Sn -0.532 0.974 -0.802  1.617
2 Se -6.546 -1.855 -5.496  0.326
3 N -6.295 -1.792 -3.760  -0.872
4 C -5.149 -1.198 -3.527  0.830
5 C -4.580 -0.993 -2.215  0.592
6 C -5.208 -1.419 -1.040  -0.712
7 C -4.590 -1.198 0.169  -1.079
8 C -3.342 -0.581 0.175  -0.153
9 N -2.755 -0.175 -0.933  0.484
10 C -3.344 -0.340 -2.115  -0.585
11 C -2.664 0.169 -3.297  -0.700
12 N -1.543 0.875 -3.131  0.210
13 C -0.867 1.307 -4.183  -0.085
14 C -1.270 1.046 -5.487  -1.199
15 C -2.438 0.343 -5.689  -0.564
16 C -3.174 -0.084 -4.581  0.627
17 C -4.438 -0.771 -4.700  0.714
18 N -5.030 -1.036 -5.840  -0.861
19 H -6.167 -1.914 -1.112  0.577
20 H -5.042 -1.507 1.100  0.598
21 H -2.798 -0.413 1.095  0.308
22 H 0.039 1.856 -3.975  0.267
23 H -0.671 1.391 -6.316  0.518
24 H -2.794 0.105 -6.682  0.579
25 N 3.737 2.001 -1.594  -0.066
26 C 4.144 0.842 -0.954  0.717
27 C 5.385 0.233 -0.832  -1.202
28 C 5.427 -0.964 -0.149  -0.732
29 C 4.267 -1.538 0.390  -1.098
30 C 3.034 -0.930 0.281  -0.210
31 C 2.974 0.288 -0.393  0.042
32 N 1.929 1.135 -0.694  0.561
33 C 2.403 2.098 -1.413  0.253
34 C 1.514 3.095 -1.941  -0.852
35 C 1.808 4.228 -2.639  -0.272
36 S 0.366 5.071 -3.011  -0.100
37 C -0.542 3.847 -2.230  -0.427
38 N 0.176 2.888 -1.736  0.841
39 H 4.326 2.636 -2.105  0.252
40 H 6.274 0.673 -1.260  0.489
41 H 6.371 -1.474 -0.027  0.477
42 H 4.348 -2.491 0.896  0.593
43 H 2.137 -1.385 0.675  0.557
44 H 2.767 4.609 -2.945  0.457
45 H -1.617 3.886 -2.159  0.343
46 F 2.228 2.530 5.158  -0.303
47 C 1.145 3.205 4.770  0.460
48 C 0.122 2.545 4.112  -0.134
49 C -1.009 3.271 3.790  -0.086
50 F -2.022 2.600 3.211  -0.412
51 C -1.129 4.620 4.058  -0.025
52 F -2.226 5.291 3.717  -0.311
53 C -0.076 5.269 4.689  0.721
54 F -0.158 6.565 4.945  -0.291
55 C 1.059 4.558 5.057  0.139
56 F 2.054 5.180 5.679  -0.291
57 Ge 0.059 0.612 3.680  1.821
58 S -0.182 -0.123 1.612  -0.359
59 C -1.361 -0.098 4.873  0.216
60 C -1.316 0.278 6.206  0.198
61 F -0.308 1.073 6.595  -0.336
62 C -2.260 -0.135 7.128  0.132
63 F -2.188 0.243 8.398  -0.287
64 C -3.300 -0.952 6.702  0.639
65 F -4.224 -1.357 7.557  -0.287
66 C -3.374 -1.342 5.373  0.076
67 F -4.371 -2.121 4.963  -0.296
68 C -2.405 -0.918 4.479  -0.379
69 F -2.499 -1.321 3.207  -0.214
70 C 1.822 -0.190 4.086  -0.902
71 C 2.909 0.338 3.412  0.798
72 F 2.701 1.411 2.631  -0.649
73 C 4.170 -0.215 3.500  0.252
74 F 5.195 0.305 2.828  -0.403
75 C 4.349 -1.347 4.284  0.625
76 F 5.544 -1.916 4.352  -0.317
77 C 3.280 -1.895 4.979  0.105
78 F 3.464 -2.980 5.723  -0.297
79 C 2.027 -1.314 4.863  0.438
80 F 0.981 -1.860 5.492  -0.300
81 O -3.642 2.049 0.503  -0.495
82 C -2.742 2.853 0.631  -0.163
83 O -1.532 2.861 0.213  -0.313
84 H -2.962 3.785 1.219  0.406
85 O 1.264 0.050 -3.139  -0.697
86 C 0.817 -0.985 -2.649  1.029
87 O 0.080 -1.083 -1.609  -0.596
88 C 1.085 -2.311 -3.337  0.130
89 C 2.072 -2.418 -4.304  -0.221
90 C 2.238 -3.624 -4.964  -0.473
91 C 1.443 -4.725 -4.699  -0.410
92 C 0.466 -4.590 -3.730  -0.330
93 C 0.285 -3.405 -3.038  -0.425
94 N -0.433 -5.717 -3.449  1.045
95 O -0.145 -6.789 -3.933  -0.598
96 O -1.409 -5.484 -2.764  -0.597
97 N 3.271 -3.728 -6.008  1.073
98 O 3.370 -4.787 -6.587  -0.610
99 O 3.943 -2.738 -6.216  -0.613
100 H 2.701 -1.576 -4.551  0.737
101 H 1.579 -5.652 -5.237  0.628
102 H -0.480 -3.335 -2.280  0.695

Output
Energy above the lowest of the compared OMol25 structures with the same formula, charge and spin: 30.8 kcal per mole
HOMO level: -11.5 eV
E: -269958.8530 eV
Lowest unoccupied orbital energy: -4.679 eV
Total charge: +1
HOMO-LUMO gap: 6.8 eV